[1]
C43H36F4N3PY as an isolated structure, computed with ωB97M-V/def2-TZVPD.

```
! RIJCOSX wB97M-V def2-TZVPD def2/J DEFGRID3
* xyz 1 1
Y 0.06157 -0.42058 1.15086
C -3.07518 1.19987 2.63714
N -2.66621 0.10925 1.74390
C -3.39153 0.27716 0.47411
C -3.07004 -1.17339 2.37233
C -2.37298 -2.36541 1.73616
N -0.92855 -2.22970 1.91405
C -0.28712 -3.06693 2.80015
C 0.75806 -2.52155 3.55320
F 1.00416 -1.17319 3.37069
C 1.52122 -3.23873 4.44431
F 2.49394 -2.62252 5.11903
C 1.26297 -4.58210 4.64656
C 0.23709 -5.15300 3.91617
F -0.03085 -6.45197 4.06402
C -0.51875 -4.43125 3.00734
F -1.45154 -5.07588 2.28568
H -4.14854 1.14217 2.85685
H -2.53277 1.14149 3.58151
H -2.87909 2.16438 2.16751
H -4.47406 0.32350 0.64848
H -3.08088 1.20008 -0.01678
H -3.19069 -0.55390 -0.19883
H -2.78931 -1.12849 3.42702
H -4.16331 -1.27158 2.32118
H -2.76470 -3.28545 2.16891
H -2.62518 -2.41942 0.67073
H 1.84679 -5.16717 5.34005
C 3.91551 -2.49982 -0.43986
C 4.83187 -1.45808 -0.45561
C 4.44443 -0.19333 -0.05105
C 3.13256 0.03320 0.37162
C 2.18070 -1.00659 0.41326
C 2.61686 -2.26672 -0.00214
C 2.71025 1.39097 0.78978
C 3.53549 2.53027 0.57029
C 3.11741 3.76840 0.94169
C 1.87038 3.92622 1.59291
C 1.36956 5.17295 2.02599
C 0.16633 5.25202 2.67230
C -0.57194 4.07878 2.92322
C -0.10283 2.86125 2.50968
C 1.11960 2.76004 1.81930
N 1.52837 1.52715 1.38600
H 4.21705 -3.48974 -0.75656
H 5.84963 -1.63121 -0.77839
H 5.18542 0.59338 -0.06230
H 1.92451 -3.10616 0.01012
H 4.48574 2.41073 0.07676
H 3.73514 4.63674 0.74974
H 1.95804 6.06282 1.84269
H -0.21144 6.20728 3.00749
H -1.50904 4.13897 3.46134
H -0.66375 1.96262 2.74578
C 3.23713 -1.14366 -4.18881
C 3.22290 0.01722 -3.42656
C 2.08932 0.36598 -2.71528
C 0.95596 -0.44348 -2.76445
C 0.97065 -1.60149 -3.53289
C 2.11217 -1.94884 -4.24247
P -0.46908 0.01621 -1.73671
C -0.73912 1.76462 -2.12857
C -0.64923 2.24769 -3.43526
C -0.81436 3.59769 -3.69263
C -1.05710 4.48235 -2.64765
C -1.13487 4.01616 -1.34518
C -0.97736 2.66101 -1.09208
C -1.86167 -0.93755 -2.38619
C -1.95435 -2.26818 -1.97735
C -3.01040 -3.05938 -2.40009
C -3.99239 -2.51908 -3.21992
C -3.91236 -1.19278 -3.61848
C -2.84941 -0.40190 -3.20675
H 4.12513 -1.41597 -4.74296
H 4.09818 0.65135 -3.38267
H 2.08584 1.27695 -2.12560
H 0.09413 -2.23257 -3.59412
H 2.11550 -2.84869 -4.84234
H -0.43063 1.56516 -4.24800
H -0.74402 3.96374 -4.70753
H -1.17895 5.53729 -2.85391
H -1.31015 4.70090 -0.52576
H -1.03338 2.31820 -0.06274
H -1.19596 -2.69689 -1.32618
H -3.06881 -4.09201 -2.08378
H -4.82211 -3.13176 -3.54498
H -4.67964 -0.76994 -4.25256
H -2.80188 0.63386 -3.51596
*
```

E in Ha: -2603.4780
HOMO in eV: -10.32
LUMO level in eV: -3.0
Orbital gap in eV: 7.3
Energy relative to the best compared isomer or geometry (same formula, charge and spin) in kcal/mol: 6.1

=====

[2]
C43H36N6PtS4 as an isolated structure, computed with ωB97M-V/def2-TZVPD.

```
! RIJCOSX wB97M-V def2-TZVPD def2/J DEFGRID3
* xyz 2 3
Pt 0.11732 -0.33722 -1.54995
S -2.85853 3.54932 -6.73321
C -4.00360 2.64664 -7.61051
C -4.09817 1.36368 -7.16260
C -3.22010 1.11011 -6.08235
C -2.47527 2.20585 -5.72962
C -1.47462 2.31178 -4.66880
C -1.21363 1.20401 -3.83791
N -0.31907 1.23312 -2.86783
C 0.39062 2.36600 -2.63192
C 0.19880 3.51663 -3.39403
C 0.98752 4.68378 -3.09035
C 1.90704 4.66816 -2.10242
C 2.13243 3.48186 -1.31783
C 3.10311 3.38173 -0.30892
C 3.28592 2.20142 0.38806
C 2.44414 1.11927 0.05411
N 1.53591 1.20468 -0.89120
C 1.36351 2.35053 -1.58543
C 4.29230 2.03176 1.43615
C 4.80269 0.85721 1.92446
C 5.78127 1.05804 2.92840
C 5.99348 2.37985 3.18245
S 5.01581 3.38286 2.21474
C -0.75278 3.46592 -4.42108
H -4.55141 3.11085 -8.41466
H -4.76727 0.63115 -7.58706
H -3.15424 0.14693 -5.59683
H -1.75086 0.27460 -3.96417
H 0.82783 5.57761 -3.67903
H 2.49801 5.54857 -1.88649
H 3.72498 4.24326 -0.09492
H 2.50360 0.17371 0.57804
H 4.52019 -0.12225 1.56292
H 6.31208 0.26215 3.42859
H 6.67617 2.81806 3.89255
H -0.91351 4.35062 -5.02589
S 0.59589 -2.00461 -0.05039
C -0.44331 -1.62450 1.31149
N -0.44113 -2.45693 2.36409
C -1.46926 -2.28072 3.38607
C -1.64022 -0.80788 3.66220
N -1.92673 -0.10770 2.41264
C -2.99449 0.90065 2.45655
C -4.34005 0.24896 2.66146
C -4.86605 -0.58286 1.67553
C -6.08638 -1.20841 1.86955
C -6.79236 -1.00498 3.04990
C -6.27577 -0.17524 4.03185
C -5.04944 0.44912 3.83795
C -1.28807 -0.49142 1.29812
S -1.53641 0.42795 -0.17293
C 0.57477 -3.48645 2.61118
C 1.40727 -3.12047 3.81645
C 2.11562 -1.92051 3.82212
C 2.85999 -1.55068 4.92911
C 2.90691 -2.38373 6.04207
C 2.20971 -3.58086 6.04022
C 1.45703 -3.94644 4.92988
H -1.14775 -2.79558 4.28901
H -2.40888 -2.72099 3.03967
H -0.72894 -0.39709 4.10744
H -2.47206 -0.64469 4.34440
H -2.96652 1.47539 1.53364
H -2.77063 1.58328 3.27803
H -4.32255 -0.73360 0.74819
H -6.49519 -1.84755 1.09821
H -7.74810 -1.48912 3.19855
H -6.82576 -0.00990 4.94842
H -4.65094 1.10496 4.60413
H 1.19708 -3.57867 1.72389
H 0.07169 -4.44338 2.76074
H 2.07763 -1.27352 2.95033
H 3.40460 -0.61531 4.92892
H 3.48862 -2.09805 6.90806
H 2.24653 -4.23185 6.90320
H 0.91244 -4.88380 4.93177
N -0.05121 -2.97763 -3.35276
C 1.10981 -2.34112 -3.63861
C 1.97245 -2.86096 -4.62320
C 3.11603 -2.18958 -4.94742
C 3.41637 -0.98387 -4.29862
C 2.54542 -0.53193 -3.35357
N 1.40752 -1.18918 -3.00782
H -0.20100 -3.89110 -3.74527
H -0.54462 -2.77689 -2.49876
H 1.70869 -3.79063 -5.10828
H 3.78197 -2.58806 -5.70096
H 4.30531 -0.41774 -4.53145
H 2.73284 0.39360 -2.83046
*
```

E in Ha: -3700.4232
Expectation value of S²: 2.0114
HOMO (spin up / spin down) in eV: -11.83 / -12.66
LUMO level (spin up / spin down) in eV: -5.7 / -6.9
Orbital gap (spin up / spin down) in eV: 6.1 / 5.8
Energy relative to the best compared isomer or geometry (same formula, charge and spin) in kcal/mol: 0.0

=====

no.,largest force on an atom (eV/A)
1,0.720
2,0.264